Formula: C4H13NO3
Source: the Open Molecules 2025 dataset
Level of theory: ωB97M-V/def2-TZVPD

Values from the calculation:
electronic energy = -440.35119 Ha
multiplicity = 2
maximum force = 1.33 eV Å⁻¹
charge = +1
Kohn-Sham gap (spin up / spin down) = 10.24 / 7.67 eV

Last columns: bonded neighbours and bond lengths (Å).
CARTESIAN COORDINATES (ANGSTROEM)
1 N -1.275 0.581 -2.099  C2 1.315, H6 1.010, H7 1.014
2 C -0.836 -0.311 -1.237  N1 1.315, C3 1.383, H8 1.074
3 C -1.235 -0.167 0.079  C2 1.383, C4 1.435, H9 1.087
4 C -0.827 -0.954 1.209  C3 1.435, C5 1.336, H10 1.085
5 C -0.987 -2.280 1.184  C4 1.336, H11 1.085, H12 1.088
6 H -0.985 0.542 -3.065  N1 1.010
7 H -1.879 1.373 -1.910  N1 1.014
8 H -0.221 -1.072 -1.680  C2 1.074
9 H -1.983 0.597 0.274  C3 1.087
10 H -0.375 -0.406 2.028  C4 1.085
11 H -0.817 -2.951 2.020  C5 1.085
12 H -1.177 -2.859 0.282  C5 1.088
13 H 3.111 -1.684 0.237  O15 0.960
14 H 1.775 -0.842 0.432  O15 0.955
15 O 2.586 -0.939 -0.063  H13 0.960, H14 0.955
16 H 2.023 1.247 -0.469  O18 0.962
17 H 0.986 1.468 -1.610  O18 0.954
18 O 1.519 1.909 -0.953  H16 0.962, H17 0.954
19 H -0.098 2.714 2.360  O21 0.960
20 H 0.410 2.107 1.019  O21 0.967
21 O 0.282 1.927 1.961  H19 0.960, H20 0.967



Formula: C4H13NO5
Source: the Open Molecules 2025 dataset
Level of theory: ωB97M-V/def2-TZVPD

Values from the calculation:
electronic energy = -590.80197 Ha
multiplicity = 2
maximum force = 1.29 eV Å⁻¹
charge = +1
Kohn-Sham gap (spin up / spin down) = 8.62 / 4.35 eV

Last columns: bonded neighbours and bond lengths (Å).
CARTESIAN COORDINATES (ANGSTROEM)
1 O -0.473 -1.209 -1.641  C2 1.183
2 C -1.168 -1.860 -0.939  O1 1.183, C3 1.533, H8 1.117
3 C -1.032 -2.038 0.577  C2 1.533, C4 1.528, H9 1.100, H10 1.089
4 C 0.310 -1.545 1.118  C3 1.528, C5 1.503, H11 1.085, H12 1.088
5 C 0.251 -0.106 1.546  C4 1.503, N6 1.337, O7 1.228
6 N 1.395 0.517 1.846  C5 1.337, H13 1.009, H14 1.008
7 O -0.843 0.426 1.721  C5 1.228
8 H -1.966 -2.499 -1.391  C2 1.117
9 H -1.842 -1.445 1.025  C3 1.100
10 H -1.213 -3.101 0.729  C3 1.089
11 H 0.502 -2.125 2.015  C4 1.085
12 H 1.173 -1.760 0.491  C4 1.088
13 H 2.288 0.048 1.848  N6 1.009
14 H 1.388 1.515 1.985  N6 1.008
15 H -0.373 2.526 -1.231  O17 0.963
16 H 0.274 3.942 -1.307  O17 0.962
17 O -0.076 3.216 -1.833  H15 0.963, H16 0.962
18 H 2.750 0.387 -2.499  O20 0.967
19 H 1.860 1.408 -1.902  O20 0.966
20 O 2.757 1.062 -1.806  H18 0.967, H19 0.966
21 H -2.187 1.295 0.496  O23 0.969
22 H -1.441 0.508 -0.505  O23 0.963
23 O -2.332 0.835 -0.344  H21 0.969, H22 0.963



Formula: C4H13NO6
Source: the Open Molecules 2025 dataset
Level of theory: ωB97M-V/def2-TZVPD

Values from the calculation:
electronic energy = -666.40670 Ha
multiplicity = 1
SMILES = O=CCCNC(=O)O.O.O.O
maximum force = 2.80 eV Å⁻¹
Kohn-Sham gap = 9.47 eV

Last columns: bonded neighbours and bond lengths (Å).
CARTESIAN COORDINATES (ANGSTROEM)
1 O 2.543 -2.207 -1.028  C2 1.204
2 C 1.873 -1.481 -0.339  O1 1.204, C3 1.540, H9 1.110
3 C 1.803 -0.005 -0.770  C2 1.540, C4 1.536, H10 1.089, H11 1.090
4 C 1.844 1.023 0.371  C3 1.536, N5 1.489, H12 1.097, H13 1.085
5 N 0.544 1.170 1.082  C4 1.489, C6 1.353, H14 1.006
6 C -0.583 1.545 0.434  N5 1.353, O7 1.212, O8 1.384
7 O -1.689 1.704 0.903  C6 1.212
8 O -0.400 1.929 -0.883  C6 1.384, H15 0.968
9 H 1.160 -1.667 0.491  C2 1.110
10 H 0.969 0.072 -1.466  C3 1.089
11 H 2.685 0.091 -1.404  C3 1.090
12 H 2.112 1.919 -0.202  C4 1.097
13 H 2.491 0.664 1.163  C4 1.085
14 H 0.314 0.662 1.920  N5 1.006
15 H -1.279 2.168 -1.212  O8 0.968
16 O -0.460 -2.625 -0.616  H17 0.968, H18 0.967
17 H -1.402 -2.736 -0.808  O16 0.968
18 H -0.024 -3.049 -1.368  O16 0.967
19 O -0.961 0.409 3.671  H20 0.968, H21 0.960
20 H -1.288 0.785 2.842  O19 0.968
21 H -1.566 -0.277 3.962  O19 0.960
22 O -2.895 0.291 -2.082  H23 0.969, H24 0.956
23 H -2.932 0.160 -3.041  O22 0.969
24 H -2.861 -0.545 -1.619  O22 0.956



Formula: C4H13NOP
Source: the Open Molecules 2025 dataset
Level of theory: ωB97M-V/def2-TZVPD

Values from the calculation:
electronic energy = -631.08567 Ha
multiplicity = 3
maximum force = 7.92 eV Å⁻¹
charge = +1
Kohn-Sham gap (spin up / spin down) = 5.04 / 5.33 eV

Last columns: bonded neighbours and bond lengths (Å).
CARTESIAN COORDINATES (ANGSTROEM)
1 C -2.263 -0.390 1.979  C3 1.553, H8 1.085, H9 1.059, H10 1.068
2 C 2.409 -1.149 -0.986  P7 1.791, H11 1.054, H12 1.119, H13 1.116
3 C -1.301 0.782 1.641  C1 1.553, N5 1.409, H14 1.117, H15 1.063
4 C -1.244 0.023 -0.578  N5 1.260, H16 1.054, H17 1.063
5 N -0.724 0.686 0.359  C3 1.409, C4 1.260, H18 1.059
6 O 1.370 0.968 -2.387  P7 1.608, H19 1.025
7 P 2.062 0.608 -0.981  C2 1.791, O6 1.608, H20 1.398
8 H -2.427 -1.098 1.174  C1 1.085
9 H -1.858 -0.999 2.744  C1 1.059
10 H -3.184 0.055 2.287  C1 1.068
11 H 2.876 -1.354 -0.063  C2 1.054
12 H 1.437 -1.701 -1.053  C2 1.119
13 H 3.124 -1.555 -1.740  C2 1.116
14 H -0.673 0.628 2.551  C3 1.117
15 H -1.884 1.662 1.758  C3 1.063
16 H -2.230 -0.336 -0.679  C4 1.054
17 H -0.822 -0.162 -1.536  C4 1.063
18 H 0.266 0.974 0.119  N5 1.059
19 H 1.798 1.116 -3.306  O6 1.025
20 H 3.266 1.242 -1.304  P7 1.398



We obtain molecular weight values of 123.15, 155.15, 171.15, 122.13 g/mol for the records listed above, in that order.